No. 1
Entry from the OMol25 dataset: a molecular structure, C9H16Cl2O4SSi2Ti (ωB97M-V/def2-TZVPD).

Output
E_tot: -92506.717 eV
Spin multiplicity: 1
Charge: +2
LUMO: -12.11 eV
Frontier orbital gap: 2.500 eV
Maximum force: 7.01 eV/A

Each line ends with the Löwdin charge.
Geometry (Å):
1 Ti 2.00 -2.47 3.79  1.58
2 Cl -0.58 1.13 -1.53  0.41
3 Cl -3.86 0.14 -1.61  0.59
4 S -0.83 -2.31 -1.06  0.55
5 Si -0.83 -0.36 -0.05  0.13
6 Si 1.99 0.00 0.56  0.50
7 O -1.83 -2.34 -2.20  -0.39
8 O -1.33 -3.30 -0.02  -0.42
9 O 0.42 -0.39 1.15  -0.40
10 O 3.85 3.16 -1.48  -0.13
11 C -5.03 0.24 0.88  -0.13
12 C 3.95 -1.10 2.94  0.00
13 C 2.37 1.86 0.40  -0.20
14 C -3.78 -0.47 0.11  -0.71
15 C 2.41 3.79 -1.67  0.00
16 C -2.47 -0.04 0.91  -0.29
17 C 0.81 -2.78 -1.78  -0.18
18 C 3.22 -0.69 1.91  -0.07
19 C 2.71 2.21 -1.24  -0.29
20 H 0.68 -3.60 -2.58  0.11
21 H -2.48 1.03 1.31  0.10
22 H -3.98 -1.59 0.19  0.12
23 H 2.11 3.92 -2.75  0.12
24 H 1.49 -3.21 -0.97  0.07
25 H 1.51 2.55 0.64  0.09
26 H -4.60 0.98 1.65  0.08
27 H 1.30 -1.87 -2.27  0.06
28 H 4.17 -1.56 3.98  0.07
29 H -5.65 0.87 0.16  0.07
30 H -5.66 -0.50 1.47  0.09
31 H 2.35 -0.66 -0.70  0.02
32 H -2.41 -0.74 1.82  0.10
33 H 2.18 4.54 -0.86  0.12
34 H 3.33 2.19 0.95  0.10
35 H 2.47 1.37 -2.05  0.13


No. 2
Entry from the OMol25 dataset: a single C9H16ClN3O molecule (ωB97M-V/def2-TZVPD).

Output
E_tot: -28629.324 eV
Spin multiplicity: 1
Charge: 0
LUMO: 0.61 eV
Frontier orbital gap: 8.466 eV
Maximum force: 5.76 eV/A

Each line ends with the Löwdin charge.
Geometry (Å):
1 Cl 2.40 -3.23 2.70  0.56
2 O 0.13 3.17 -0.05  0.15
3 N -0.27 0.93 0.01  -0.01
4 N 2.13 0.57 -0.53  0.20
5 N 1.79 1.66 -0.34  0.04
6 C 0.41 2.04 -0.11  -0.60
7 C 0.26 0.05 -2.85  -0.10
8 C 1.08 -0.88 2.12  -0.25
9 C 1.25 -1.99 3.21  -0.55
10 C -2.37 1.84 -1.05  -0.03
11 C -1.77 1.22 0.30  -0.09
12 C -0.10 -0.89 -1.69  -0.18
13 C 0.21 -0.38 -0.30  -0.26
14 C 0.54 -1.41 0.77  -0.17
15 H -0.30 -2.04 0.97  0.11
16 H 1.94 -0.35 1.78  0.09
17 H 0.37 -2.51 3.16  0.03
18 H -1.72 2.52 -1.47  0.03
19 H 0.42 -0.22 2.64  0.10
20 H -0.33 -0.10 -3.68  0.05
21 H -1.81 1.91 1.17  0.12
22 H 1.39 -1.97 0.47  0.08
23 H 0.28 1.13 -2.61  0.08
24 H 1.24 -0.09 -3.22  0.06
25 H -2.42 0.86 -1.71  0.10
26 H 0.38 -1.80 -1.88  0.09
27 H 1.61 -1.52 4.10  0.07
28 H -1.27 -1.07 -1.72  0.14
29 H -3.36 2.24 -0.88  0.06
30 H -2.13 0.29 0.70  0.10


No. 3
Entry from the OMol25 dataset: a gas-phase ion, C9H16FN2 (charge +1) (ωB97M-V/def2-TZVPD).

Output
E_tot: -15281.726 eV
Spin multiplicity: 1
Relative energy (zero: lowest compared OMol25 entry of this formula, charge and spin): 0.198 eV
Charge: +1
LUMO: -3.68 eV
Frontier orbital gap: 8.997 eV
Maximum force: 2.98 eV/A
SMILES: C/C=C(F)/C(=C/C=N/C)[NH+](C)C

Each line ends with the Löwdin charge.
Geometry (Å):
1 F 2.62 -0.47 0.46  0.05
2 N 0.11 -1.41 -0.20  -0.15
3 N -3.16 1.18 0.21  0.01
4 C 3.55 2.26 0.10  -0.06
5 C 2.15 1.78 -0.03  -0.07
6 C 0.37 -2.17 1.04  0.03
7 C -2.21 0.38 -0.01  -0.18
8 C 1.76 0.52 0.15  -0.20
9 C -4.51 0.77 0.16  -0.12
10 C 0.24 0.05 0.00  -0.11
11 C 0.90 -1.92 -1.34  0.03
12 C -0.84 0.82 0.09  0.02
13 H -4.65 -0.29 -0.09  0.08
14 H -2.42 -0.69 -0.26  0.12
15 H -0.73 1.88 0.28  0.13
16 H 3.83 2.83 -0.79  0.09
17 H 4.25 1.43 0.24  0.08
18 H -4.96 0.99 1.13  0.10
19 H -5.03 1.40 -0.57  0.09
20 H 3.63 2.93 0.96  0.09
21 H 0.61 -2.95 -1.54  0.12
22 H 1.96 -1.88 -1.12  0.11
23 H -0.89 -1.55 -0.43  0.15
24 H -0.26 -1.79 1.85  0.12
25 H 0.69 -1.31 -2.23  0.12
26 H 0.15 -3.23 0.88  0.12
27 H 1.41 -2.07 1.34  0.11
28 H 1.41 2.52 -0.29  0.12


No. 4
Entry from the OMol25 dataset: a molecular structure, C9H16IMnN5O8P2 (ωB97M-V/def2-TZVPD).

Output
E_tot: -91425.900 eV
Spin multiplicity: 2
Relative energy (zero: lowest compared OMol25 entry of this formula, charge and spin): 0.708 eV
<S²>: 0.8104
Charge: 0
LUMO (alpha / beta): 0.07 / 0.08 eV
Frontier orbital gap (alpha / beta): 8.600 / 8.562 eV
Maximum force: 1.67 eV/A

Each line ends with the Mulliken spin population.
Geometry (Å):
1 I 0.30 1.07 5.75  0.00
2 Mn 0.17 -0.52 -0.30  0.99
3 P 3.00 0.76 -0.49  0.00
4 P 0.64 2.63 -0.67  0.00
5 O -0.30 1.60 -0.10  0.00
6 O 3.88 1.80 0.30  0.00
7 O -2.16 -0.16 -0.59  0.00
8 O 1.57 3.20 0.58  0.00
9 O 1.17 0.58 -2.28  0.00
10 O 2.25 -0.21 0.36  0.00
11 O 4.10 0.05 -1.38  0.00
12 O 0.13 3.76 -1.45  0.00
13 N -0.14 -2.43 -0.79  -0.01
14 N -0.52 -1.72 2.72  0.00
15 N -0.68 -4.78 -0.76  0.01
16 N -0.14 -0.72 1.93  -0.01
17 N -1.38 -6.77 -2.02  0.01
18 C -1.04 -5.81 -1.47  0.00
19 C -0.46 -1.39 4.02  0.00
20 C 1.90 1.65 -1.64  0.00
21 C 2.67 2.51 -2.62  0.00
22 C -0.01 -0.09 4.06  0.00
23 C 0.18 0.29 2.73  0.00
24 C -3.33 -0.89 -0.23  0.00
25 C -4.59 -0.14 -0.63  0.00
26 C -0.41 -3.57 -0.84  0.01
27 H 3.36 3.16 -2.09  0.00
28 H -4.56 0.10 -1.70  0.00
29 H -2.23 0.75 -0.29  0.00
30 H 4.03 -0.92 -1.32  0.00
31 H -3.26 -1.84 -0.76  0.00
32 H 1.98 3.14 -3.18  0.00
33 H -0.78 -2.60 2.31  0.00
34 H 0.52 1.23 2.33  0.00
35 H 0.48 0.98 -2.81  0.00
36 H 3.32 2.42 0.80  0.00
37 H -0.73 -2.07 4.81  0.00
38 H -5.47 -0.75 -0.43  0.00
39 H 1.33 4.13 0.70  0.00
40 H -4.68 0.79 -0.07  0.00
41 H -3.34 -1.08 0.85  0.00
42 H 3.24 1.88 -3.31  0.00


No. 5
Entry from the OMol25 dataset: 2 unconnected molecules or ions with the total composition C9H16N2O2 (ωB97M-V/def2-TZVPD).

Output
E_tot: -16665.532 eV
Spin multiplicity: 1
Relative energy (zero: lowest compared OMol25 entry of this formula, charge and spin): 3.775 eV
Charge: 0
LUMO: 0.33 eV
Frontier orbital gap: 9.676 eV
Maximum force: 4.23 eV/A
SMILES: O=c1cc[nH]c(=O)[nH]1.CC(C)(C)C

Each line ends with the Löwdin charge.
Geometry (Å):
1 O -4.29 -0.56 -0.82  0.08
2 O -2.80 3.52 0.32  0.06
3 N -2.14 -0.50 -0.01  0.13
4 N -3.35 1.46 -0.39  0.18
5 C 0.68 0.16 -0.75  -0.14
6 C 1.72 -0.65 -0.19  -0.69
7 C 3.04 0.15 -0.24  -0.05
8 C -1.38 1.61 0.84  0.00
9 C -3.32 0.06 -0.48  -0.49
10 C 1.32 -0.90 1.27  -0.09
11 C -2.53 2.33 0.32  -0.45
12 C -1.23 0.32 0.60  -0.22
13 C 1.65 -2.01 -0.88  -0.06
14 H 0.68 -2.48 -0.42  0.11
15 H -2.10 -1.49 0.29  0.19
16 H 0.55 -1.78 1.57  0.15
17 H 2.16 -1.23 1.75  0.05
18 H 3.97 -0.24 0.24  0.09
19 H 0.98 0.56 -1.75  0.12
20 H 0.56 1.05 -0.09  0.08
21 H 1.65 -1.87 -2.04  0.11
22 H 1.01 0.05 1.74  0.09
23 H -4.35 1.82 -0.55  0.20
24 H -0.38 -0.07 1.12  0.05
25 H -0.59 2.09 1.34  0.11
26 H 3.40 0.25 -1.25  0.07
27 H 2.89 1.27 0.12  0.13
28 H -0.35 -0.26 -0.85  0.09
29 H 2.56 -2.67 -0.80  0.09


No. 6
Entry from the OMol25 dataset: a gas-phase ion, C9H16N3O2S (charge +1) (ωB97M-V/def2-TZVPD).

Output
E_tot: -28984.035 eV
Spin multiplicity: 1
Relative energy (zero: lowest compared OMol25 entry of this formula, charge and spin): 0.421 eV
Charge: +1
LUMO: -3.94 eV
Frontier orbital gap: 9.567 eV
Maximum force: 4.69 eV/A
SMILES: CCC[N@@H+](C)S(=O)(=O)c1cnccc1N

Each line ends with the Löwdin charge.
Geometry (Å):
1 S 0.75 0.70 1.11  0.83
2 O 1.94 0.05 1.63  -0.25
3 O -0.34 1.25 1.90  -0.23
4 N 0.84 3.57 -1.68  0.08
5 N 2.29 -0.37 -1.23  0.13
6 N -0.11 -0.75 0.24  -0.16
7 C -0.42 -1.67 1.41  -0.16
8 C 1.70 3.02 -2.61  -0.06
9 C 2.38 1.85 -2.33  0.01
10 C -2.91 -2.26 1.32  -0.06
11 C -1.26 -0.43 -0.69  0.01
12 C 2.02 1.00 -1.24  -0.26
13 C -1.74 -1.48 2.09  -0.21
14 C 1.18 1.63 -0.30  -0.25
15 C 0.63 2.91 -0.53  -0.09
16 H 0.53 -1.15 -0.41  0.09
17 H -2.08 -0.51 2.35  0.08
18 H 2.11 3.68 -3.43  0.15
19 H -2.98 -1.87 0.36  0.00
20 H -0.51 -2.62 1.04  0.11
21 H 0.45 -1.58 2.06  0.12
22 H 0.11 3.32 0.35  0.13
23 H -2.70 -3.31 1.32  0.07
24 H -3.93 -2.21 1.78  0.10
25 H 3.01 1.45 -3.06  0.09
26 H -0.92 0.34 -1.33  0.07
27 H -1.76 -1.33 -1.17  0.13
28 H -2.11 0.01 0.05  0.15
29 H 2.53 -0.72 -0.29  0.11
30 H -1.74 -1.94 3.18  0.16
31 H 3.04 -0.57 -1.85  0.11


No. 7
Entry from the OMol25 dataset: a gas-phase ion, C9H16N3O3 (charge +1) (ωB97M-V/def2-TZVPD).

Output
E_tot: -20195.412 eV
Spin multiplicity: 1
Relative energy (zero: lowest compared OMol25 entry of this formula, charge and spin): 2.971 eV
Charge: +1
LUMO: -5.23 eV
Frontier orbital gap: 7.077 eV
Maximum force: 7.37 eV/A
SMILES: CCOC(=O)[C@H]([N+]#N)[C@@H]1CC[C@H](O)CN1

Each line ends with the Löwdin charge.
Geometry (Å):
1 O 1.36 -0.22 -2.61  0.19
2 O -0.50 -0.68 3.42  -0.07
3 O 1.30 1.80 -1.70  0.07
4 N 1.47 -1.43 1.44  -0.03
5 N 3.30 -0.38 -0.41  0.12
6 N 4.20 -1.01 -0.62  0.47
7 C -0.91 2.41 -2.81  -0.03
8 C 1.06 -0.83 0.21  -0.28
9 C -0.36 -0.17 0.32  -0.09
10 C 0.62 2.37 -2.87  -0.14
11 C 0.65 -2.41 2.03  -0.17
12 C -1.35 -1.08 1.18  -0.11
13 C -0.65 -1.71 2.42  -0.38
14 C 2.13 0.18 -0.30  -0.15
15 C 1.54 0.57 -1.74  -0.53
16 H 1.14 -1.70 -0.44  0.16
17 H 2.12 1.11 0.34  0.21
18 H 0.99 1.87 -3.75  0.13
19 H -1.60 -1.92 0.52  0.11
20 H -1.13 1.40 -3.21  0.10
21 H 1.93 -0.80 2.13  0.15
22 H -1.27 2.54 -1.77  0.09
23 H 1.04 3.35 -2.91  0.12
24 H -2.37 -0.65 1.43  0.14
25 H -1.33 -2.57 2.74  0.16
26 H -1.38 3.11 -3.41  0.06
27 H -0.90 0.18 -0.61  0.12
28 H 1.07 -3.05 2.82  0.15
29 H 0.28 -3.13 1.36  0.11
30 H -1.11 -1.04 4.19  0.16
31 H -0.22 0.80 0.93  0.15


No. 8
Entry from the OMol25 dataset: 2 unconnected molecules or ions with the total composition C9H16NO (ωB97M-V/def2-TZVPD).

Output
E_tot: -13122.835 eV
Spin multiplicity: 1
Relative energy (zero: lowest compared OMol25 entry of this formula, charge and spin): 1.021 eV
Charge: +1
LUMO: -3.66 eV
Frontier orbital gap: 7.898 eV
Maximum force: 1.80 eV/A

Each line ends with the Löwdin charge.
Geometry (Å):
1 O 1.88 1.98 -0.56  0.04
2 N 1.39 -2.76 -0.36  0.21
3 C -3.01 -0.66 0.08  -0.05
4 C -0.16 1.25 -1.58  -0.01
5 C -1.91 0.33 -0.16  -0.30
6 C 1.44 -1.47 0.42  -0.20
7 C 0.57 1.60 -0.45  -0.35
8 C -1.35 1.05 0.91  -0.04
9 C 1.61 -1.71 1.90  -0.06
10 C -1.25 0.40 -1.39  -0.06
11 C -0.08 1.56 0.78  -0.03
12 H -2.61 -1.51 0.64  0.07
13 H 0.27 1.39 -2.55  0.12
14 H 2.00 2.50 -1.38  0.13
15 H 2.15 -0.70 0.11  0.13
16 H 1.25 -0.78 2.37  0.09
17 H 0.89 -2.43 2.32  0.09
18 H 2.61 -1.77 2.30  0.08
19 H 0.44 -1.05 0.27  0.10
20 H 1.29 -2.53 -1.35  0.17
21 H 0.51 -3.21 -0.11  0.17
22 H -3.74 -0.23 0.77  0.08
23 H -1.56 -0.27 -2.18  0.11
24 H 0.40 2.14 1.57  0.13
25 H 2.25 -3.31 -0.30  0.18
26 H -3.61 -1.01 -0.77  0.09
27 H -2.05 1.11 1.74  0.12


Which of these has the lowest maximum force? C9H16IMnN5O8P2


Which value of maximum force does entry 3 give? 2.98 eV/A


Among the records above, which one has the highest charge? C9H16Cl2O4SSi2Ti